ORCA calculation (the ωB97M-V functional and the def2-TZVPD basis) on 2 unconnected molecules or ions with the total composition C3H8N2O2 at a distorted geometry.

```
15
Properties=species:S:1:pos:R:3:forces:R:3:mulliken_charge:R:1
C -1.890 -0.589 -1.221 -0.333 -0.142 2.240 -0.87
N 1.045 1.394 -0.260 -2.145 -1.827 -0.169 -0.32
C -0.141 0.993 -0.736 1.416 0.263 -0.303 0.07
N -0.558 -0.241 -0.684 -0.804 -0.561 0.449 -0.12
H -1.969 -1.707 -1.169 -0.225 1.212 -0.151 0.30
H -1.980 -0.226 -2.214 -0.080 0.074 -1.025 0.33
H -2.701 -0.068 -0.593 1.015 -1.108 -0.838 0.29
H 1.575 0.835 0.540 0.082 0.027 -0.218 0.31
H 1.197 2.344 -0.382 0.530 1.862 -0.066 0.21
H -0.769 1.704 -1.313 0.515 -0.353 0.414 0.32
H -0.125 -0.909 0.043 0.203 0.711 -0.217 0.39
O 0.594 -1.458 1.432 1.713 1.452 0.222 -0.76
C 1.603 -0.870 1.986 -1.665 -0.995 -0.320 0.16
O 2.228 0.173 1.650 -0.648 -0.769 -0.086 -0.69
H 1.891 -1.374 2.921 0.427 0.152 0.067 0.38
```
Forces are in eV/Å.

Results
relative energy (zero: lowest compared OMol25 entry of this formula, charge and spin)	23.96	kcal/mol
net charge	0
orbital gap	9.77	eV

ORCA calculation (the ωB97M-V functional and the def2-TZVPD basis) on C8H13N in the gas phase at a distorted geometry.

```
22
Properties=species:S:1:pos:R:3:forces:R:3:mulliken_charge:R:1
C -1.971 0.482 -0.122 0.068 0.142 2.334 -0.67
C -1.180 0.245 1.299 -0.743 -4.917 -1.586 -0.80
C -0.243 -0.925 0.734 1.739 0.742 0.897 -0.35
C 1.134 -1.218 -0.015 -0.746 -1.076 0.668 -0.15
C 2.307 -0.270 -0.061 0.740 3.111 -2.218 -0.77
C 1.428 1.102 0.067 2.754 1.387 6.243 -0.60
C -0.044 -0.613 -0.752 3.449 1.454 3.165 0.07
C -1.376 -0.533 -1.133 -4.188 1.605 -4.689 -0.76
H -1.929 1.578 -0.379 -0.049 -1.537 -0.079 0.27
H -2.959 0.210 0.028 -2.359 -0.323 0.277 0.51
H -0.737 1.156 1.598 0.280 0.498 1.000 0.37
H -1.679 -0.535 2.077 0.293 3.091 -1.249 0.29
H -0.596 -1.928 1.016 -0.236 0.598 -0.477 0.35
H 1.181 -2.293 0.205 0.839 0.404 -1.035 0.40
H 3.059 -0.312 0.719 -0.167 -0.386 0.197 0.38
H 2.953 -0.133 -1.126 -1.956 -1.044 2.575 0.25
H 1.962 2.278 0.019 -1.504 -3.660 -1.018 0.26
H 1.145 1.215 1.254 0.988 -0.603 -2.483 0.17
H 0.664 1.170 -1.451 -1.108 0.030 -2.686 0.27
H -1.701 -1.546 -1.219 -1.549 -0.473 0.214 0.44
H -1.662 0.057 -2.130 0.992 -1.603 1.167 0.21
N 0.242 0.813 -0.631 2.462 2.559 -1.218 -0.15
```
Forces are in eV/Å.

Results
SMILES string	C1C[C@@H]2[C@@H]3CCN[C@]23C1
relative energy (zero: lowest compared OMol25 entry of this formula, charge and spin)	171.16	kcal/mol
net charge	0
orbital gap	9.27	eV

ORCA calculation (the ωB97M-V functional and the def2-TZVPD basis) on C4H6S in the gas phase at a distorted geometry.

```
11
Properties=species:S:1:pos:R:3:forces:R:3:mulliken_charge:R:1
C 2.583 0.184 0.107 0.014 1.284 -0.619 -0.60
C 1.330 0.458 -0.258 0.197 0.454 -0.225 -0.13
C -1.335 0.450 0.263 0.101 -0.093 0.013 -0.16
C -2.580 0.191 -0.099 -0.619 0.420 0.005 -0.60
H 2.845 -0.686 0.666 0.095 -0.501 0.226 0.27
H 3.395 0.891 -0.160 -0.621 -0.586 0.227 0.22
H 1.081 1.391 -0.809 0.181 -0.768 0.418 0.32
H -1.096 1.345 0.814 0.136 0.184 0.104 0.35
H -3.414 0.876 0.135 0.661 -0.428 -0.069 0.23
H -2.822 -0.698 -0.657 -0.083 -0.191 -0.088 0.24
S 0.001 -0.676 -0.004 -0.061 0.225 0.008 -0.13
```
Forces are in eV/Å.

Results
SMILES string	C=CSC=C
relative energy (zero: lowest compared OMol25 entry of this formula, charge and spin)	19.56	kcal/mol
net charge	0
orbital gap	9.44	eV

ORCA calculation (the ωB97M-V functional and the def2-TZVPD basis) on 11 unconnected molecules or ions with the total composition C39H74Br2N10O3 at a distorted geometry.

```
128
Properties=species:S:1:pos:R:3:forces:R:3:mulliken_charge:R:1
C -0.224 1.628 4.522 1.921 4.144 0.955 0.26
O 0.111 2.877 4.630 -1.375 -4.364 -0.485 -0.73
N 0.342 0.642 5.265 -0.849 -0.047 -0.095 0.20
C -0.088 -0.737 5.027 1.012 0.166 -0.315 -0.39
C 1.242 0.946 6.390 0.100 -0.256 -0.612 -0.93
H -0.974 1.295 3.788 0.153 -0.014 0.164 0.25
H 0.832 -1.270 4.786 -0.003 -0.513 0.264 0.39
H -0.684 -0.827 4.119 -0.272 0.336 0.200 -0.30
H -0.599 -1.205 5.868 0.010 0.141 0.053 0.30
H 2.138 0.328 6.450 0.103 -0.308 -0.881 0.30
H 1.581 1.968 6.225 -0.351 0.026 0.585 0.29
H 0.797 0.699 7.354 -0.562 0.724 0.028 0.34
C -2.037 0.608 0.874 -0.874 -2.529 0.247 -0.09
O -2.606 0.421 1.927 -0.788 1.087 1.461 -0.53
N -1.316 -0.454 0.395 0.528 0.141 -1.328 0.39
C -0.661 -0.335 -0.905 0.858 -1.064 -0.161 -1.07
C -1.373 -1.790 1.060 -0.496 1.126 1.094 -0.69
H -2.313 1.479 0.261 1.048 -0.039 -0.284 0.50
H -0.951 -1.062 -1.664 -1.115 -0.044 0.032 0.28
H 0.375 -0.666 -0.836 0.464 0.623 0.426 0.32
H -0.709 0.657 -1.354 -0.109 0.026 0.417 0.38
H -2.240 -2.383 0.767 0.373 -0.244 -0.944 0.12
H -0.430 -2.328 1.148 0.047 0.089 -0.994 0.52
H -1.637 -1.703 2.114 0.122 0.804 0.072 -0.21
C 3.943 2.107 -5.911 1.122 0.005 -1.838 0.74
O 4.580 2.276 -6.960 -0.968 0.091 1.385 -0.65
N 3.001 2.926 -5.402 0.271 -0.213 2.432 0.11
C 2.420 2.601 -4.092 -0.084 0.056 0.655 -0.90
C 2.623 4.224 -5.903 -0.012 -0.546 -1.052 -0.83
H 4.087 1.187 -5.323 -0.139 0.229 0.126 -0.18
H 2.507 3.378 -3.332 -0.172 1.010 -0.625 0.33
H 2.909 1.857 -3.463 0.299 -0.837 -1.061 0.20
H 1.364 2.351 -4.183 -0.054 -0.058 -0.028 0.32
H 1.534 4.184 -5.923 -0.076 0.553 -0.360 0.23
H 2.950 5.100 -5.343 0.174 -0.315 0.478 0.30
H 3.066 4.300 -6.896 -0.360 0.112 -0.127 0.32
C -6.412 -1.828 1.094 -1.832 1.921 -1.658 -1.45
C -5.355 -2.718 1.558 0.708 -1.337 0.215 0.16
C -4.981 -2.486 3.025 0.243 0.444 0.123 -0.15
C -3.796 -3.153 3.494 4.484 -2.816 1.119 0.16
N -2.820 -3.711 3.874 -3.447 2.071 -1.340 -0.54
H -7.346 -1.787 1.656 0.279 0.049 0.519 0.34
H -6.778 -2.037 0.089 0.151 -0.851 -0.173 0.40
H -6.058 -0.822 0.866 0.103 0.381 0.869 0.31
H -4.489 -2.542 0.920 0.242 -0.109 0.207 -0.08
H -5.673 -3.741 1.356 0.230 -0.249 0.382 0.33
H -5.708 -2.773 3.785 -0.662 0.288 -0.395 0.42
H -4.718 -1.435 3.141 -0.403 0.320 0.107 0.15
C 5.595 -1.264 -0.973 0.233 1.022 -0.036 -1.11
C 6.649 -2.346 -0.988 -0.932 -0.643 0.154 -0.33
C 6.568 -3.112 0.378 1.202 0.188 -0.956 -0.13
C 7.559 -4.204 0.451 -1.024 0.178 0.132 0.13
N 8.227 -5.126 0.565 0.486 -0.232 -0.071 -0.47
H 4.619 -1.615 -0.639 0.114 -0.069 0.324 0.27
H 5.398 -0.800 -1.939 0.287 -0.162 -0.192 0.25
H 5.989 -0.467 -0.342 -0.553 0.198 0.328 0.37
H 7.643 -1.936 -1.167 0.002 -0.024 0.190 0.34
H 6.404 -2.966 -1.850 0.279 -0.629 0.239 0.28
H 5.578 -3.503 0.613 0.117 -0.006 -0.223 0.20
H 6.837 -2.428 1.183 -0.151 0.176 0.046 0.27
C 0.881 7.045 0.790 0.355 -0.139 0.917 -1.16
C -0.523 7.033 1.442 -0.035 -0.125 -1.202 -0.64
C -1.234 5.625 1.689 1.093 1.531 -0.215 0.07
C -1.531 4.843 0.490 0.915 2.324 2.904 0.29
N -1.816 4.245 -0.414 -0.859 -2.117 -3.065 -0.41
H 1.344 8.020 0.942 -0.300 0.282 -0.163 0.35
H 0.961 6.825 -0.274 -0.445 -0.183 0.074 0.32
H 1.580 6.406 1.330 -0.098 -0.440 -0.051 0.31
H -1.128 7.670 0.797 -0.465 -0.281 -0.129 0.33
H -0.484 7.631 2.353 0.036 -0.606 0.382 0.37
H -2.184 5.834 2.180 0.131 -0.277 0.260 -0.02
H -0.553 5.034 2.301 -0.330 -0.122 0.329 0.18
C 0.574 -4.896 2.634 0.935 1.363 -0.750 -0.78
C 1.449 -5.553 3.654 -0.589 -1.393 1.625 -0.66
C 2.532 -4.668 4.365 -0.571 -0.744 -0.366 -0.32
C 3.505 -4.361 3.360 2.775 2.225 -3.718 0.27
N 4.242 -4.074 2.483 -2.290 -1.096 2.805 -0.49
H 1.295 -4.461 1.942 -0.292 0.352 -0.602 0.20
H -0.012 -4.079 3.054 -0.157 -0.097 0.052 0.13
H -0.076 -5.553 2.054 0.078 -0.204 0.382 0.40
H 1.908 -6.436 3.210 0.375 0.121 0.004 0.39
H 0.758 -5.969 4.387 0.274 -0.013 0.539 0.36
H 3.168 -5.133 5.118 -0.691 -0.684 0.374 0.29
H 2.105 -3.786 4.843 0.011 0.167 -0.309 0.15
C -2.523 2.476 -5.993 0.099 0.996 0.240 -1.30
C -2.920 2.024 -4.577 -0.315 -1.517 -1.106 -0.38
C -3.431 2.917 -3.452 0.372 2.001 -0.816 0.22
C -4.254 4.027 -4.000 -0.951 -0.267 -0.078 0.02
N -4.966 4.858 -4.362 0.534 -0.325 0.073 -0.45
H -1.791 3.282 -6.053 -0.153 0.361 0.316 0.31
H -3.415 2.769 -6.547 0.230 0.028 -0.239 0.37
H -1.988 1.663 -6.483 -0.483 -0.250 -0.078 0.38
H -2.121 1.315 -4.363 -0.077 0.191 1.207 0.28
H -3.786 1.399 -4.795 -0.015 -0.427 0.113 0.21
H -2.683 3.530 -2.950 0.515 -0.668 0.447 0.05
H -4.053 2.396 -2.723 0.281 -0.118 -0.020 0.29
C 0.841 -4.104 -2.422 0.750 0.637 1.320 -0.79
C 1.092 -5.576 -2.428 -0.909 -0.479 -0.782 -0.60
C 2.541 -6.002 -2.229 -0.184 0.198 1.369 -0.20
C 3.640 -5.386 -2.971 1.935 0.713 -2.833 0.20
N 4.521 -4.950 -3.619 -2.516 -1.062 2.084 -0.48
H -0.201 -3.851 -2.227 -0.137 0.053 -0.997 0.38
H 1.405 -3.546 -3.169 -0.609 0.089 -0.306 0.20
H 1.267 -3.788 -1.469 0.400 0.398 0.212 0.17
H 0.641 -6.081 -3.282 0.247 0.121 -0.399 0.36
H 0.490 -5.961 -1.605 0.380 -0.372 0.288 0.31
H 2.534 -7.092 -2.227 0.673 0.041 -0.286 0.38
H 2.788 -5.689 -1.215 0.008 -0.262 0.425 0.09
C -5.006 3.665 4.181 0.080 -2.647 -0.851 -1.17
C -5.493 5.025 4.170 1.098 1.702 0.361 -0.08
C -6.968 5.238 4.059 -0.148 0.834 -0.602 -0.53
C -7.589 5.297 5.366 -1.660 -0.631 1.345 0.23
N -8.154 5.290 6.379 0.917 0.137 -1.182 -0.43
H -5.395 3.062 5.001 0.257 -0.039 0.133 0.36
H -3.923 3.594 4.081 0.048 0.072 0.554 0.28
H -5.352 3.207 3.255 -0.153 -0.475 -0.087 0.32
H -5.005 5.484 3.309 -0.036 0.544 0.128 0.07
H -5.156 5.489 5.097 0.162 0.589 -0.197 0.33
H -7.434 4.541 3.362 -0.230 -0.232 0.343 0.33
H -7.091 6.220 3.603 -0.301 0.126 0.036 0.30
Br 5.642 -3.999 -7.356 -1.051 0.510 0.394 -0.17
C 4.128 -3.152 -6.341 1.129 1.110 0.637 -0.45
C 4.765 -1.964 -5.546 -0.638 -0.752 0.585 -0.75
Br 3.389 -1.252 -4.242 0.339 -0.405 -0.579 -0.18
H 3.767 -3.902 -5.638 0.200 0.094 -0.212 0.17
H 3.323 -2.802 -6.987 0.372 -0.209 -0.265 0.45
H 5.120 -1.078 -6.071 -0.296 -0.359 -0.378 0.56
H 5.549 -2.317 -4.877 -0.122 -0.102 -0.185 0.38
```
Forces are in eV/Å.

Results
SMILES string	CN(C)C=O.CN(C)C=O.CN(C)C=O.BrCCBr.CCCC#N.CCCC#N.CCCC#N.CCCC#N.CCCC#N.CCCC#N.CCCC#N
net charge	0
orbital gap	9.40	eV